# C28H63FN

A cluster of 4 separate species, C28H63FN in total at a distorted geometry (ωB97M-V/def2-TZVPD, the OMol25 dataset).

Results
Total charge: +1
Electronic energy, hartree: -1259.02024
Gap between HOMO and LUMO, eV: 8.91
Highest occupied orbital energy, eV: -12.23

The geometry in XYZ format:
```
93
Properties=species:S:1:pos:R:3:forces:R:3:lowdin_charge:R:1
C 7.658 -3.311 -2.484 -0.184 0.502 0.438 -0.092
C 7.722 -1.815 -2.855 -0.050 -0.774 -0.498 -0.223
C 6.701 -1.396 -3.931 0.690 0.539 0.220 -0.211
C 5.870 -0.173 -3.588 -0.619 -0.226 0.331 -0.197
C 5.027 -0.220 -2.291 0.260 -0.351 -0.271 -0.174
C 4.610 -1.590 -1.744 -0.413 0.752 0.067 -0.126
C 3.827 -2.490 -2.684 -0.425 -0.044 0.692 -0.244
C 3.105 -1.840 -3.839 0.292 -0.978 -0.383 -0.036
N 2.275 -3.002 -4.376 -0.691 -0.645 0.569 0.107
C 2.077 -3.976 -3.244 -0.778 -0.198 1.256 -0.033
C 2.715 -3.324 -2.013 1.655 -0.477 -1.165 -0.253
F 3.348 -4.330 -1.306 -0.440 0.111 0.430 0.031
H 8.617 -3.798 -2.578 0.232 -0.126 -0.055 0.070
H 6.944 -3.852 -3.093 -0.131 -0.164 -0.240 0.057
H 7.346 -3.417 -1.453 -0.069 -0.244 0.267 0.063
H 7.646 -1.195 -1.971 -0.107 0.157 0.239 0.103
H 8.709 -1.654 -3.259 0.346 0.345 -0.057 0.099
H 6.103 -2.238 -4.244 -0.419 -0.375 0.068 0.081
H 7.272 -1.129 -4.812 0.044 0.021 -0.391 0.110
H 6.520 0.684 -3.510 0.295 0.310 -0.036 0.113
H 5.210 0.048 -4.421 -0.111 0.079 -0.303 0.094
H 4.127 0.368 -2.425 -0.213 0.321 -0.106 0.103
H 5.580 0.279 -1.508 0.105 0.093 0.324 0.112
H 5.463 -2.098 -1.330 0.297 -0.433 -0.042 0.103
H 3.960 -1.390 -0.898 -0.098 0.095 0.322 0.123
H 4.479 -3.271 -3.057 0.361 -0.103 -0.438 0.140
H 3.759 -1.573 -4.650 0.175 0.579 -0.161 0.126
H 2.420 -1.061 -3.559 -0.187 0.427 0.078 0.132
H 1.354 -2.722 -4.710 0.193 0.194 -0.314 0.178
H 2.764 -3.517 -5.104 -0.035 0.359 -0.305 0.185
H 2.563 -4.916 -3.446 0.523 -0.125 -0.195 0.142
H 1.045 -4.245 -3.051 -0.372 0.401 -0.471 0.132
H 2.049 -2.764 -1.371 -0.234 0.040 0.194 0.145
C -0.476 -0.342 -2.509 0.082 0.159 0.170 -0.096
C -0.355 -0.808 -1.060 0.059 -0.155 -0.208 -0.260
C -1.013 -2.163 -0.807 0.059 -0.002 0.111 -0.224
C -2.522 -2.213 -1.050 -0.043 0.033 -0.127 -0.220
C -3.338 -1.216 -0.229 0.019 -0.080 0.131 -0.263
C -3.229 -1.441 1.277 0.001 0.103 -0.089 -0.094
H -1.515 -0.204 -2.806 0.002 -0.048 -0.051 0.076
H 0.033 0.613 -2.652 -0.001 -0.007 -0.052 0.076
H -0.022 -1.072 -3.193 -0.076 -0.040 -0.032 0.046
H -0.771 -0.049 -0.395 -0.008 -0.006 0.006 0.084
H 0.709 -0.883 -0.805 -0.013 0.066 0.090 0.088
H -0.799 -2.473 0.219 0.001 -0.016 -0.008 0.109
H -0.536 -2.914 -1.453 -0.004 -0.016 0.004 0.088
H -2.873 -3.225 -0.830 -0.004 0.002 0.010 0.114
H -2.728 -2.049 -2.112 0.009 -0.011 -0.004 0.103
H -4.387 -1.306 -0.522 0.004 0.036 -0.036 0.113
H -3.042 -0.190 -0.470 0.010 -0.008 -0.037 0.088
H -3.563 -2.445 1.544 0.031 -0.010 0.021 0.082
H -3.853 -0.727 1.816 0.013 -0.025 0.051 0.051
H -2.204 -1.315 1.634 -0.007 -0.011 0.026 0.063
C -0.926 2.308 1.338 0.171 -0.011 -0.116 -0.116
C 0.445 1.844 1.821 -0.110 -0.069 0.006 -0.265
C 0.423 1.266 3.235 0.076 -0.031 0.011 -0.224
C -0.011 2.248 4.324 -0.057 0.030 -0.020 -0.225
C 0.833 3.518 4.417 0.058 -0.053 0.077 -0.267
C 2.295 3.252 4.763 -0.047 0.089 -0.062 -0.110
H -1.322 3.113 1.958 -0.031 -0.018 0.008 0.070
H -0.862 2.683 0.314 -0.080 0.012 0.000 0.075
H -1.643 1.482 1.351 -0.043 0.032 0.053 0.055
H 1.156 2.672 1.757 0.014 -0.006 0.031 0.101
H 0.816 1.072 1.138 0.045 0.019 0.000 0.085
H 1.416 0.872 3.472 -0.005 0.008 0.020 0.101
H -0.254 0.405 3.255 -0.010 0.003 -0.020 0.105
H 0.019 1.730 5.287 0.005 0.007 0.008 0.112
H -1.057 2.527 4.168 -0.001 -0.018 -0.005 0.098
H 0.401 4.162 5.187 -0.016 0.021 -0.022 0.107
H 0.773 4.082 3.482 -0.026 -0.002 -0.005 0.098
H 2.379 2.727 5.716 0.013 -0.031 -0.011 0.076
H 2.847 4.189 4.847 0.024 -0.016 0.021 0.070
H 2.789 2.650 3.999 0.009 -0.016 0.013 0.062
C -4.588 2.351 1.070 0.010 0.171 0.105 -0.102
C -5.068 2.393 2.518 0.056 -0.135 -0.053 -0.258
C -6.212 1.423 2.807 -0.018 0.029 0.055 -0.226
C -7.494 1.684 2.015 0.021 0.001 -0.060 -0.228
C -8.089 3.080 2.197 -0.072 -0.044 0.072 -0.270
C -8.510 3.378 3.633 0.037 0.074 -0.082 -0.110
H -5.377 2.641 0.374 -0.002 -0.032 -0.013 0.072
H -3.754 3.039 0.927 0.005 -0.021 -0.068 0.061
H -4.246 1.349 0.805 -0.046 -0.004 -0.045 0.044
H -5.360 3.414 2.777 -0.020 -0.006 0.017 0.101
H -4.228 2.142 3.173 -0.002 0.034 0.019 0.100
H -6.432 1.446 3.878 -0.014 -0.007 -0.005 0.104
H -5.875 0.402 2.594 0.011 0.000 0.000 0.097
H -8.240 0.940 2.309 -0.012 0.008 0.003 0.110
H -7.307 1.515 0.950 0.010 -0.010 0.006 0.100
H -8.963 3.169 1.548 0.016 0.018 -0.023 0.105
H -7.380 3.841 1.857 0.012 -0.013 -0.018 0.098
H -9.250 2.654 3.978 0.019 -0.017 0.025 0.076
H -8.954 4.371 3.706 -0.016 -0.010 0.030 0.070
H -7.661 3.348 4.318 -0.008 -0.013 0.015 0.065
```
Forces are in eV/Å.



# C42H67GeN4O4P2RbS

A structure of composition C42H67GeN4O4P2RbS (ωB97M-V/def2-TZVPD, the OMol25 dataset).

Results
Total charge: -2
Electronic energy, hartree: -5342.51283
ΔE to the lowest compared entry with this formula, charge and spin, kcal/mol: 4.7
Gap between HOMO and LUMO (alpha / beta), eV: 4.99 / 4.08
Highest occupied orbital energy (alpha / beta), eV: -1.31 / -0.39

The geometry in XYZ format:
```
122
Properties=species:S:1:pos:R:3:forces:R:3:lowdin_charge:R:1
Rb 0.477 0.421 -0.678 0.059 -0.136 -0.056 0.509
O 2.450 3.875 2.446 -0.036 0.032 0.001 0.081
C 2.174 3.055 1.404 -0.014 -0.094 -0.052 -0.467
O 1.071 2.595 1.256 -0.049 0.037 0.021 0.034
C 3.342 2.819 0.491 -0.074 -0.056 -0.039 -0.253
C 4.567 3.445 0.733 -0.001 0.014 0.003 -0.051
C 5.600 3.182 -0.201 -0.047 -0.062 -0.053 -0.112
C 5.365 2.337 -1.245 0.039 0.059 0.045 -0.057
C 4.085 1.710 -1.398 -0.026 -0.053 -0.043 -0.242
N 3.072 2.000 -0.505 0.153 0.115 0.087 0.112
C 3.752 0.779 -2.439 0.005 0.062 0.033 -0.520
O 4.773 0.414 -3.311 0.026 -0.009 -0.017 0.047
O 2.654 0.279 -2.639 -0.035 -0.016 0.007 -0.050
H 1.649 3.842 2.992 0.015 0.008 -0.011 0.123
H 4.704 4.089 1.587 0.008 0.000 -0.002 0.089
H 6.570 3.656 -0.094 0.007 0.003 0.002 0.087
H 6.163 2.179 -1.963 0.001 0.003 0.004 0.088
H 5.605 0.752 -2.968 0.003 0.001 0.003 0.054
C -3.084 -2.588 0.670 0.003 -0.050 0.002 -0.131
C -1.691 -2.963 1.165 0.040 -0.019 0.067 -0.534
C -1.725 -4.171 2.102 -0.040 0.020 -0.004 -0.106
P -0.413 -2.939 -0.207 -0.076 -0.072 0.114 1.064
C -1.012 -4.184 -1.472 -0.115 0.107 -0.074 -0.562
C -1.650 -5.517 -1.080 0.040 -0.020 0.008 -0.119
C 0.058 -4.355 -2.554 0.014 0.004 -0.003 -0.133
C 0.975 -3.699 0.697 0.011 -0.016 -0.043 -0.318
C 1.410 -5.009 0.575 0.023 -0.011 -0.016 -0.086
C 2.431 -5.552 1.353 0.022 0.011 0.019 -0.318
C 2.856 -6.990 1.203 0.007 0.010 0.001 -0.090
C 3.009 -4.710 2.302 -0.020 0.011 -0.032 -0.084
C 2.612 -3.395 2.454 -0.013 -0.015 0.006 -0.046
C 1.589 -2.817 1.648 -0.039 0.095 0.007 -0.340
N 1.116 -1.564 1.760 0.069 -0.107 -0.007 0.019
C 1.745 -0.650 2.592 0.033 0.003 -0.026 -0.250
C 0.992 -0.042 3.620 0.019 0.016 0.002 -0.198
C -0.452 -0.422 3.783 -0.007 0.010 0.000 -0.043
C 1.582 0.894 4.459 -0.016 0.002 -0.001 -0.034
C 2.909 1.285 4.311 -0.008 -0.011 0.005 -0.305
C 3.530 2.314 5.220 -0.005 -0.003 -0.002 -0.071
C 3.626 0.731 3.259 0.006 0.004 0.025 -0.033
C 3.073 -0.210 2.395 -0.030 -0.044 -0.008 -0.207
C 3.872 -0.713 1.228 0.032 0.080 -0.049 -0.032
H -3.779 -2.531 1.515 -0.004 -0.021 -0.006 0.072
H -3.484 -3.328 -0.036 0.025 0.064 0.015 0.060
H -3.064 -1.605 0.203 -0.003 0.037 -0.083 0.028
H -1.317 -2.122 1.755 -0.027 -0.001 -0.029 0.058
H -2.219 -5.037 1.654 0.021 -0.002 -0.019 0.054
H -2.293 -3.907 3.002 -0.007 -0.015 0.001 0.069
H -0.725 -4.475 2.414 0.010 0.022 -0.012 0.066
H -1.810 -3.589 -1.943 0.004 -0.024 0.053 0.072
H -0.944 -6.210 -0.621 -0.010 0.025 0.020 0.060
H -2.056 -6.007 -1.975 0.020 -0.014 -0.003 0.066
H -2.473 -5.376 -0.382 -0.018 0.005 -0.002 0.042
H 0.931 -4.895 -2.183 -0.016 0.000 0.001 0.060
H 0.403 -3.383 -2.913 -0.002 0.004 0.001 0.068
H -0.345 -4.911 -3.407 -0.001 0.002 0.001 0.067
H 0.936 -5.660 -0.151 0.004 0.029 0.004 0.073
H 2.476 -7.411 0.269 -0.002 0.001 0.002 0.062
H 2.488 -7.624 2.017 0.001 0.001 0.002 0.062
H 3.946 -7.091 1.186 0.001 -0.002 0.000 0.062
H 3.799 -5.096 2.944 0.000 0.002 0.004 0.098
H 3.084 -2.778 3.210 0.001 -0.003 0.013 0.102
H -1.026 -0.151 2.891 0.014 0.007 0.010 0.071
H -0.893 0.086 4.645 0.005 -0.004 -0.004 0.067
H -0.563 -1.502 3.910 0.003 0.006 -0.002 0.075
H 0.983 1.328 5.257 0.003 -0.002 0.002 0.107
H 3.204 2.180 6.255 -0.006 0.001 -0.003 0.066
H 3.268 3.333 4.919 0.005 -0.004 -0.004 0.059
H 4.619 2.246 5.199 0.000 -0.002 0.004 0.068
H 4.647 1.060 3.081 0.000 -0.001 -0.003 0.112
H 4.744 -0.078 1.056 -0.014 0.005 0.012 0.076
H 3.264 -0.697 0.320 0.026 -0.058 -0.008 0.071
H 4.208 -1.743 1.368 -0.011 -0.013 0.000 0.071
C 0.855 2.932 -5.185 -0.013 -0.010 0.014 -0.166
C -0.255 3.688 -4.454 0.046 -0.055 -0.024 -0.428
P -0.295 3.340 -2.635 0.042 0.083 0.183 0.932
C 0.717 4.743 -1.970 0.001 0.023 -0.023 -0.423
C 2.169 4.743 -2.445 -0.017 0.006 -0.002 -0.154
C -1.956 4.052 -2.237 -0.039 -0.023 -0.052 -0.427
C -3.123 3.161 -2.662 0.027 0.024 0.035 -0.175
H 0.781 3.070 -6.267 0.004 0.009 0.000 0.060
H 0.795 1.864 -4.974 -0.007 0.017 0.003 0.041
H 1.847 3.261 -4.871 0.002 -0.005 0.008 0.051
H -1.222 3.358 -4.842 -0.003 -0.002 0.000 0.056
H -0.189 4.770 -4.626 0.003 0.006 -0.002 0.073
H 0.684 4.627 -0.882 0.008 0.010 -0.002 0.063
H 0.235 5.699 -2.210 -0.008 0.003 -0.006 0.068
H 2.627 3.763 -2.308 0.002 -0.008 -0.002 0.051
H 2.767 5.468 -1.887 -0.001 -0.003 0.006 0.067
H 2.235 5.004 -3.504 -0.002 0.003 -0.002 0.053
H -2.034 5.051 -2.685 -0.006 -0.002 -0.005 0.069
H -1.979 4.178 -1.150 0.003 0.011 0.001 0.070
H -3.061 2.879 -3.715 0.007 -0.012 0.007 0.049
H -4.078 3.669 -2.503 0.000 0.001 -0.004 0.055
H -3.125 2.249 -2.062 0.005 0.026 -0.033 0.025
S -1.256 -0.016 -3.809 0.106 -0.192 -0.114 0.577
C -2.695 -0.683 -3.302 -0.249 0.155 0.353 -0.901
N -3.299 -0.513 -2.120 -0.010 0.149 -0.354 0.009
C -4.647 -1.044 -2.141 0.061 -0.100 0.119 -0.164
C -4.534 -2.094 -3.243 0.032 -0.067 -0.054 -0.172
N -3.501 -1.491 -4.078 -0.091 -0.016 -0.108 -0.006
H -2.986 0.169 -1.380 0.214 -0.053 0.377 0.017
H -5.371 -0.265 -2.407 -0.017 0.019 -0.021 0.116
H -4.928 -1.472 -1.179 0.029 0.035 0.018 0.100
H -5.465 -2.236 -3.791 -0.007 -0.013 -0.007 0.104
H -4.209 -3.055 -2.825 0.004 0.003 -0.009 0.105
H -3.035 -2.016 -4.797 0.031 -0.002 0.002 0.109
C -5.191 3.078 0.354 0.000 -0.006 -0.014 -0.251
Ge -3.928 1.932 1.380 -0.087 -0.081 0.074 0.639
C -3.383 3.067 2.916 0.050 -0.009 0.005 -0.246
C -5.113 0.549 2.172 -0.003 -0.001 0.004 -0.251
C -2.570 1.137 0.290 -0.017 0.142 -0.265 -0.277
H -5.967 3.483 1.011 0.005 -0.016 -0.005 -0.001
H -5.670 2.495 -0.436 0.003 0.015 -0.003 0.000
H -4.663 3.910 -0.117 -0.003 0.004 0.009 -0.008
H -4.246 3.433 3.479 0.000 -0.007 -0.009 -0.003
H -2.808 3.925 2.559 -0.007 0.001 0.007 0.001
H -2.741 2.494 3.589 -0.011 0.013 -0.003 -0.003
H -5.990 0.994 2.650 0.006 -0.005 -0.002 -0.002
H -4.566 -0.033 2.917 -0.001 -0.002 -0.013 0.002
H -5.449 -0.140 1.392 -0.007 0.002 0.007 -0.008
H -1.622 1.628 0.581 -0.090 -0.032 0.016 -0.151
```
Forces are in eV/Å.



# C11H12ClNO

An isolated molecule of C11H12ClNO at a distorted geometry (ωB97M-V/def2-TZVPD, the OMol25 dataset).

Results
Electronic energy, hartree: -1016.40701
ΔE to the lowest compared entry with this formula, charge and spin, kcal/mol: 38.3
Gap between HOMO and LUMO (alpha / beta), eV: 8.10 / 8.10
Highest occupied orbital energy (alpha / beta), eV: -8.65 / -8.65

The geometry in XYZ format:
```
26
Properties=species:S:1:pos:R:3:forces:R:3:lowdin_charge:R:1
C 1.482 1.439 -0.931 0.079 -0.037 -0.033 -0.080
C 0.260 -1.858 0.006 0.050 -0.110 -0.070 -0.100
C 1.705 0.025 -0.406 0.231 0.058 -0.155 -0.207
C 0.568 -0.798 -1.051 0.382 -0.493 -0.066 -0.217
C 0.001 1.488 -0.534 -0.104 0.429 -0.029 -0.258
C 0.192 -1.019 1.275 -0.017 -0.447 0.131 -0.170
C 1.217 0.115 1.047 0.335 -0.092 0.114 -0.147
C 0.066 1.141 0.967 -0.245 0.233 0.019 -0.158
C -0.514 0.244 -1.199 -2.098 -0.412 1.738 0.028
C -0.950 0.031 1.319 -0.421 -0.045 0.375 -0.219
C -2.006 -0.091 0.266 2.185 2.467 -1.834 -0.651
N -2.469 -1.289 -0.102 -1.764 -1.962 -0.876 -0.089
O -3.543 -1.422 -0.699 1.071 0.647 0.678 -0.039
Cl -3.045 1.354 0.108 -0.042 -0.383 0.145 0.683
H 2.071 2.186 -0.403 0.063 0.117 0.003 0.126
H 1.640 1.539 -2.004 0.059 0.021 -0.072 0.124
H -0.647 -2.415 -0.204 0.208 -0.088 0.060 0.101
H 1.104 -2.546 0.080 0.075 -0.020 -0.030 0.126
H 2.697 -0.397 -0.544 0.037 -0.070 0.009 0.148
H 0.824 -1.237 -2.017 0.022 0.055 -0.022 0.152
H -0.543 2.397 -0.765 -0.022 0.007 -0.032 0.128
H 0.287 -1.606 2.185 -0.025 -0.008 0.014 0.143
H 1.997 0.267 1.786 0.005 0.044 0.058 0.147
H 0.097 2.009 1.619 0.023 0.067 -0.054 0.150
H -1.097 0.298 -2.107 -0.100 0.033 -0.125 0.135
H -1.392 0.146 2.309 0.016 -0.011 0.053 0.146
```
Forces are in eV/Å.



# C5H11N3O2

An isolated molecule of C5H11N3O2 at a distorted geometry (ωB97M-V/def2-TZVPD, the OMol25 dataset).

Results
Electronic energy, hartree: -511.65127
ΔE to the lowest compared entry with this formula, charge and spin, kcal/mol: 160.0
Gap between HOMO and LUMO, eV: 9.01
Highest occupied orbital energy, eV: -8.17

The geometry in XYZ format:
```
21
Properties=species:S:1:pos:R:3:forces:R:3:lowdin_charge:R:1
C 0.052 -0.152 -1.067 -0.446 1.584 -0.542 -0.434
C -1.838 0.654 0.078 1.928 0.747 1.299 0.004
C 0.621 0.527 1.099 1.842 1.165 -0.295 -0.401
C 0.632 -0.830 -2.311 -0.198 0.372 0.870 0.031
C 0.046 0.443 2.479 0.079 -0.779 -0.918 -0.038
N 0.494 -0.634 0.204 -1.088 -1.225 0.060 -0.074
N 0.080 1.639 0.325 -2.383 -0.897 -0.469 0.008
N -1.397 -0.017 -1.057 -0.152 0.992 -0.662 0.013
O 0.439 1.371 -0.970 0.294 -1.644 0.035 -0.108
O 1.608 -1.481 0.104 1.594 2.569 0.334 0.011
H -1.635 -0.001 0.971 -1.155 1.033 -1.079 0.075
H -2.632 1.491 0.092 1.349 -1.889 -0.314 0.125
H 1.670 0.757 1.304 0.524 -0.391 -0.773 0.146
H 1.568 -1.099 -1.916 1.672 -0.252 -0.331 0.054
H 0.743 -0.268 -3.226 -0.145 0.796 0.203 0.091
H 0.201 -1.765 -2.612 -0.863 -0.417 0.328 0.084
H -0.934 0.771 2.425 -2.027 0.913 0.294 0.032
H 0.557 1.052 3.191 0.579 -0.031 0.491 0.082
H -0.030 -0.605 2.669 0.353 -0.715 0.980 0.086
H -1.543 0.500 -1.922 -0.658 -0.064 0.157 0.131
H 1.298 -2.353 0.139 -1.099 -1.866 0.334 0.082
```
Forces are in eV/Å.